{"formula": "C17H27NO4", "method": "ωB97M-V/def2-TZVPD", "lumo_ev": 0.1, "e_tot_ev": -27733.986, "homo_lumo_gap_ev": 8.45, "homo_energy_ha": -0.307, "e_above_lowest_kcal_mol": 330.4, "symbols": ["C", "H", "C", "C", "C", "O", "C", "C", "O", "H", "C", "C", "O", "O", "C", "H", "H", "H", "H", "C", "C", "C", "N", "C", "C", "H", "H", "H", "C", "H", "H", "H", "H", "H", "H", "C", "H", "H", "H", "C", "H", "H", "H", "H", "H", "H", "H", "H", "H"], "positions_angstrom": [[-2.211, -3.551, -1.277], [-2.465, -4.422, -0.805], [-2.638, -2.170, -0.780], [-2.352, -2.146, 0.697], [-0.892, -2.258, 0.743], [-0.414, -3.140, 1.470], [-0.227, -1.080, 0.548], [1.206, -1.098, 0.182], [1.801, -2.174, 0.621], [1.190, -2.853, 1.118], [2.085, 0.095, -0.311], [3.433, -0.152, 0.170], [3.895, -0.115, 1.267], [4.387, -0.695, -0.591], [5.685, -1.043, -0.318], [6.091, -0.129, 0.267], [6.263, -1.603, -0.990], [5.654, -1.789, 0.722], [2.351, -0.278, -1.450], [1.537, 1.367, -0.139], [0.110, 1.226, -0.942], [-0.857, 0.419, 0.125], [-1.927, 0.702, 0.390], [-2.712, 1.839, 0.210], [-2.462, 2.952, 0.945], [-2.679, 2.341, 2.112], [-1.406, 2.892, 1.270], [-3.028, 3.831, 0.987], [-4.203, 1.368, 0.015], [-4.436, 0.908, 0.897], [-4.713, 2.397, -0.353], [-4.286, 0.666, -1.033], [-2.298, 2.305, -0.885], [0.188, 0.702, -1.891], [-0.303, 2.165, -0.902], [1.531, 2.041, 1.217], [0.866, 1.219, 1.614], [1.093, 2.873, 1.450], [2.455, 1.894, 1.654], [2.321, 2.388, -0.999], [3.520, 2.237, -0.519], [1.876, 3.335, -0.859], [2.409, 1.871, -2.094], [-2.834, -3.110, 1.313], [-2.931, -1.124, 1.037], [-2.264, -1.468, -1.324], [-3.804, -2.362, -0.778], [-1.043, -3.711, -1.307], [-2.564, -3.559, -2.497]]}


{"formula": "C17H27NO4", "method": "ωB97M-V/def2-TZVPD", "lumo_ev": 0.7, "e_tot_ev": -27746.991, "homo_lumo_gap_ev": 9.31, "homo_energy_ha": -0.315, "e_above_lowest_kcal_mol": 30.5, "symbols": ["C", "C", "H", "H", "O", "C", "C", "C", "C", "C", "C", "O", "C", "C", "H", "H", "H", "H", "H", "O", "C", "C", "H", "H", "H", "H", "H", "H", "C", "O", "N", "H", "C", "C", "H", "H", "H", "C", "C", "H", "H", "H", "H", "H", "H", "H", "H", "H", "H"], "positions_angstrom": [[3.637, 0.521, -2.764], [4.144, 0.944, -1.388], [4.524, 0.085, -0.830], [4.945, 1.680, -1.492], [3.141, 1.628, -0.655], [2.052, 0.958, -0.180], [0.838, 1.620, -0.334], [-0.349, 1.099, 0.156], [-0.307, -0.079, 0.889], [0.898, -0.732, 1.099], [2.089, -0.265, 0.520], [3.297, -0.899, 0.686], [3.366, -2.307, 0.481], [3.033, -2.715, -0.949], [3.110, -3.795, -1.041], [2.015, -2.416, -1.195], [3.719, -2.252, -1.654], [2.707, -2.840, 1.171], [4.404, -2.553, 0.719], [0.879, -1.854, 1.911], [1.457, -1.650, 3.196], [0.617, -0.733, 4.076], [0.559, 0.263, 3.640], [-0.390, -1.129, 4.180], [1.071, -0.659, 5.061], [1.514, -2.651, 3.633], [2.472, -1.244, 3.098], [-1.183, -0.489, 1.367], [-1.608, 1.866, -0.085], [-1.618, 3.073, -0.236], [-2.729, 1.111, -0.126], [-2.655, 0.109, -0.072], [-4.045, 1.666, -0.369], [-5.033, 1.105, 0.650], [-6.026, 1.507, 0.468], [-4.727, 1.380, 1.656], [-5.080, 0.020, 0.590], [-4.485, 1.435, -1.824], [-4.594, -0.033, -2.224], [-5.341, -0.550, -1.626], [-3.639, -0.540, -2.110], [-4.890, -0.108, -3.268], [-3.759, 1.928, -2.474], [-5.449, 1.924, -1.971], [-3.939, 2.746, -0.218], [0.827, 2.563, -0.858], [4.433, 0.032, -3.320], [2.798, -0.165, -2.665], [3.301, 1.393, -3.321]]}